1.
A molecular structure, C2HCl4NO2 in a non-equilibrium geometry. Source: OMol25; level of theory: ωB97M-V/def2-TZVPD.

The geometry in XYZ format:
```
10
Properties=species:S:1:pos:R:3:forces:R:3:nbo_charge:R:1
C -0.1368 0.2410 1.1520 -2.108 0.122 0.476 -0.131
O 1.8927 0.0963 -1.5087 1.605 0.034 -0.713 -0.308
Cl -1.9821 -0.5802 -0.8769 1.723 1.183 0.759 0.044
Cl -1.6836 0.7825 2.0778 0.853 -0.230 -0.526 -0.032
Cl 1.0439 1.4963 1.4349 0.515 -0.422 0.136 0.081
N 0.9386 -0.5629 -1.3584 -4.646 1.660 3.140 0.590
C -0.5084 0.3041 -0.3358 0.880 -4.079 -0.247 -0.217
H -0.3047 1.2090 -0.7805 -0.370 2.186 -0.705 0.221
Cl 0.2362 -1.3829 1.8687 0.175 1.149 -0.974 0.049
O 0.5040 -1.6032 -1.6732 1.373 -1.603 -1.347 -0.298
```
Positions in Å, forces in eV/Å.

Results
**Relative energy (zero: lowest compared OMol25 entry of this formula, charge and spin)**: 25.3 kcal per mole
**E_tot**: -57760.243 eV
**LUMO level**: -0.01537 Eh
**Orbital gap**: 9.745 eV

=====

2.
A molecular structure, C24H20N7O3ReS. Source: OMol25; level of theory: ωB97M-V/def2-TZVPD.

The geometry in XYZ format:
```
56
Properties=species:S:1:pos:R:3:forces:R:3:mulliken_spin:R:1
H -2.2083 -3.5707 -4.1899 0.000 0.000 0.000 0.000
H -0.6497 -1.7043 -4.7065 -0.006 0.003 -0.003 0.001
C 2.1479 -1.9343 -1.2171 0.081 0.048 0.018 0.017
H -1.5809 -3.0617 5.4041 0.012 -0.003 -0.003 0.000
C -1.4367 -2.3297 4.6155 -0.047 -0.006 0.025 0.000
H 1.2746 2.6091 -4.9664 -0.003 0.001 -0.001 -0.001
H -2.9865 -3.8593 -1.8260 0.003 -0.006 -0.004 0.000
O 2.3237 -0.8341 2.2207 -0.018 0.074 0.037 0.003
H 0.2656 -4.5454 4.7664 0.010 0.000 0.001 0.000
H 1.5821 -5.2540 0.4833 0.004 -0.011 -0.018 0.000
N -0.9336 -1.2422 -1.3798 -0.013 -0.027 -0.014 0.002
C 0.9899 -4.2086 2.7149 -0.018 -0.013 -0.019 -0.005
C 1.2411 -3.1384 0.5140 -0.105 -0.067 -0.079 0.013
C 0.1885 4.1423 -0.1618 -0.004 -0.025 0.001 0.003
C 0.5650 2.1814 -1.7016 0.007 0.002 -0.021 0.062
H -2.3979 -2.1027 4.1621 0.005 -0.005 -0.009 -0.001
Re 0.1868 -0.1107 0.1180 -0.201 0.096 0.240 0.863
C 0.9357 2.8392 -2.8632 -0.012 -0.004 0.005 -0.005
C -0.9761 -1.8814 -3.6914 0.022 -0.009 0.005 0.006
S -1.0081 -0.9205 1.9050 0.467 0.317 -0.192 -0.022
C -1.0694 2.3913 1.5133 -0.006 -0.014 0.015 0.032
C 0.2023 0.1948 -2.8880 0.025 -0.012 0.016 0.037
C -1.0828 3.7390 1.8252 0.003 0.011 -0.009 -0.007
H 0.4351 0.2760 -5.0256 -0.002 0.001 -0.001 0.000
H -0.9885 -1.4289 5.0301 0.004 -0.001 -0.008 0.000
H -0.3957 5.6819 1.2215 -0.001 0.001 -0.001 0.000
H 2.9850 -5.1727 -1.5452 0.001 -0.002 0.002 0.000
N 1.3490 -1.9635 -0.1272 0.016 0.002 0.101 -0.018
H -1.5921 4.0747 2.7171 0.002 0.001 0.001 0.000
C 1.7742 -4.3100 -0.0028 0.008 0.005 0.021 -0.007
H 1.7563 -4.9321 2.5118 0.002 -0.006 0.018 0.000
C -0.3050 -2.4316 2.3911 -0.179 -0.206 -0.076 0.003
H -1.5459 1.6732 2.1659 0.001 0.000 -0.008 -0.002
C 0.1356 2.7939 -0.4308 0.007 0.013 0.018 -0.011
C -0.4250 4.6251 0.9913 -0.003 -0.008 0.002 0.018
H -2.0964 -2.3623 -0.0873 -0.014 0.023 -0.007 -0.002
O 1.8278 0.7045 0.6683 -0.375 0.007 0.113 0.028
C 0.9825 2.1163 -4.0483 -0.002 -0.007 0.008 0.019
O 3.6237 0.8713 1.9080 0.030 0.022 -0.018 0.002
C 0.2698 -4.0103 3.8321 -0.014 -0.014 -0.005 0.000
N 2.6945 0.1874 1.7078 0.110 -0.213 -0.113 0.015
C -1.7886 -2.2465 -1.1156 0.037 -0.059 0.039 0.026
C -2.2775 -3.0890 -2.0947 0.015 0.002 -0.010 -0.009
N 0.6146 -3.2274 1.7940 0.112 0.130 0.061 -0.001
N -0.4705 1.9129 0.4147 0.046 -0.057 0.001 -0.009
C 2.7838 -3.0348 -1.7404 0.001 -0.025 0.008 -0.002
C -1.8513 -2.9204 -3.4022 -0.002 0.004 0.014 0.016
H 3.4233 -2.9282 -2.6050 0.003 -0.001 0.001 0.000
C 2.5548 -4.2648 -1.1435 -0.013 0.039 0.004 0.009
H 1.1368 3.9008 -2.8619 0.002 0.001 -0.002 0.000
H 2.2816 -0.9626 -1.6724 -0.012 0.001 0.001 -0.002
C 0.5434 0.7931 -4.0830 -0.009 0.010 0.002 -0.001
N 0.3585 0.8540 -1.7302 0.019 -0.041 -0.102 -0.063
C -0.5506 -1.0540 -2.6735 -0.021 0.012 -0.016 -0.006
H 0.6885 4.8191 -0.8399 0.003 0.000 -0.001 0.002
N -0.5353 -2.9154 3.6126 0.023 0.014 -0.040 -0.004
```
Positions in Å, forces in eV/Å.

Results
**Relative energy (zero: lowest compared OMol25 entry of this formula, charge and spin)**: 22.7 kcal per mole
**E_tot**: -54724.239 eV
**⟨S²⟩**: 0.765
**Multiplicity**: 2
**LUMO level (spin up / spin down)**: -0.39705 / -0.40563 Eh
**Net charge**: +3
**Orbital gap (spin up / spin down)**: 6.928 / 6.590 eV

=====

3.
A molecular structure, C16H20BBr2F6NO4PPd in a non-equilibrium geometry. Source: OMol25; level of theory: ωB97M-V/def2-TZVPD.

The geometry in XYZ format:
```
52
Properties=species:S:1:pos:R:3:forces:R:3:mulliken_spin:R:1
Pd 0.1100 0.1849 0.2862 -0.297 -0.889 -0.960 0.946
F -2.2117 0.4129 0.4357 0.795 0.037 -0.189 0.029
H -1.2033 -1.2456 -3.4795 -0.135 -0.136 -0.177 0.001
N -1.4118 -0.2294 3.5868 2.266 1.060 -1.841 -0.003
H 0.3496 2.2062 -5.6790 0.057 0.002 -0.044 -0.001
C -0.3292 -1.1546 -4.1185 -0.046 0.501 0.813 0.000
C -0.2908 -0.0932 4.2714 -1.847 -0.644 1.119 -0.005
O 0.9698 0.5534 2.3375 0.091 -0.352 2.767 0.021
F -2.7065 -2.7433 -0.2193 -0.161 -0.019 -0.029 0.000
H -1.5225 -0.9450 7.3148 -0.049 0.008 -0.017 0.000
Br 1.0225 -0.3223 8.2536 0.095 0.057 -1.402 -0.002
H -2.3367 0.6088 -3.5190 -0.114 -0.087 -0.211 0.000
C 0.9323 0.2408 3.5506 -1.289 0.787 -3.341 0.001
C -1.8192 1.2810 -4.2049 0.263 -0.213 0.780 0.000
C -0.2714 -0.3317 5.6747 -0.245 -0.036 -0.538 0.001
C -1.4897 -0.7349 6.2530 0.377 0.013 0.493 -0.001
H -2.3206 2.2471 -4.1460 0.149 -0.001 -0.072 0.000
H -1.8746 0.9087 -5.2243 -0.071 -0.038 -0.014 0.000
C 0.4727 0.0991 -3.7249 0.006 -0.997 -2.122 -0.002
C -0.3514 1.4261 -3.7767 -0.468 0.548 -2.228 -0.009
B 0.3357 1.0430 -1.6356 -0.732 -1.326 -3.775 0.003
F -3.6525 -0.7370 -0.9498 -0.049 -0.176 0.248 0.001
C 3.3266 -0.2457 -0.5541 0.537 0.170 -0.621 -0.003
H 4.3230 -0.5518 -0.2260 -0.150 -0.064 -0.007 0.003
H -0.6267 -1.0841 -5.1590 -0.073 -0.019 -0.088 0.000
C 2.1422 0.1700 4.3215 2.574 -0.026 1.511 0.003
F -1.3953 -1.0762 -1.1099 0.359 0.371 0.471 0.023
P -2.5815 -1.2224 0.0811 1.039 0.161 -0.001 -0.001
H -0.3793 3.4158 -4.6116 -0.092 -0.006 -0.031 0.000
C 0.2585 2.5368 -4.6482 0.131 -0.306 0.711 -0.001
H 2.6598 -0.5891 1.2444 -0.254 -0.044 -0.260 -0.003
H -3.5396 -1.2606 5.9054 -0.036 0.026 0.108 0.000
C 0.9664 -0.2168 6.3782 -1.572 -0.250 1.578 -0.002
F -3.5382 -1.2413 1.3209 -0.286 -0.017 0.089 0.000
C -2.5320 -0.6290 4.1022 -1.060 -0.657 1.899 0.001
H 2.2895 -0.8794 -4.3556 -0.070 -0.127 0.047 0.000
C -2.6131 -0.9060 5.4803 -0.281 0.032 -0.650 -0.001
H -3.3833 -0.7661 3.4472 0.059 0.095 -0.037 0.000
Br 3.7381 0.3932 3.3594 -0.422 -0.054 0.616 0.000
O 0.8572 0.0002 -2.3558 0.770 0.246 3.306 -0.049
H 3.0983 -0.0354 6.2159 -0.005 0.023 -0.006 0.000
C 2.1555 -0.0294 5.6847 1.498 0.419 -1.682 -0.001
H 1.5306 0.0712 -5.6182 0.002 0.121 -0.146 -0.001
H 0.2780 -2.0447 -3.9837 0.134 -0.025 -0.027 0.000
O -0.3438 1.8874 -2.4259 0.165 0.989 3.549 -0.008
H 2.4268 0.8686 -4.2957 0.085 0.129 -0.184 0.000
H 1.2286 2.8240 -4.2505 0.204 0.021 -0.193 0.000
C 1.7628 0.0491 -4.5600 -0.174 0.460 0.641 0.001
F -1.2472 -1.5359 1.1210 -0.600 -0.229 -0.305 0.002
O 2.3334 -0.7483 0.3426 -1.190 0.461 0.392 0.051
H 3.1149 -0.6756 -1.5301 0.076 0.096 0.087 0.002
H 3.2892 0.8465 -0.6077 0.034 -0.091 -0.027 0.000
```
Positions in Å, forces in eV/Å.

Results
**E_tot**: -196418.592 eV
**⟨S²⟩**: 0.768
**Multiplicity**: 2
**LUMO level (spin up / spin down)**: -0.39323 / -0.39278 Eh
**Net charge**: +2
**Orbital gap (spin up / spin down)**: 4.616 / 4.624 eV

=====

4.
A molecular structure, C28H27AsBF4MoN3OSSe in a non-equilibrium geometry. Source: OMol25; level of theory: ωB97M-V/def2-TZVPD.

The geometry in XYZ format:
```
68
Properties=species:S:1:pos:R:3:forces:R:3:mulliken_spin:R:1
H -1.4286 2.8708 5.6964 0.011 -0.011 0.024 0.000
C 0.5416 -1.8167 -2.2487 0.003 -0.193 -0.011 0.013
H 3.6368 1.2109 -1.6134 -0.006 0.010 0.015 0.002
C -1.1459 1.8687 5.4224 0.001 -0.012 0.105 -0.008
F 1.3972 4.0375 0.8753 -0.009 -0.026 0.012 0.001
C 4.4353 -2.0254 -0.8815 0.012 0.015 0.029 -0.004
H 2.6010 -4.6069 3.7169 -0.003 0.007 -0.001 0.000
C 4.5047 -3.6380 3.9067 0.028 0.017 0.004 0.000
C 4.4352 2.1022 1.1788 -0.009 0.044 -0.009 -0.005
C 4.8023 -1.6178 2.6368 0.003 0.017 0.057 0.001
C 4.0523 0.2188 -1.7234 -0.057 0.013 -0.007 0.003
B 1.9895 3.8428 -0.2836 -0.039 0.033 0.006 0.000
C 4.1131 3.6435 3.0012 -0.006 0.009 0.014 -0.003
H -0.5767 2.7177 2.5096 -0.006 0.001 -0.009 -0.003
H 4.8683 0.6366 -3.6550 0.002 0.002 0.004 0.000
H -2.0652 3.1526 3.3815 -0.001 0.006 -0.021 -0.001
F 2.0477 2.5926 -0.7535 -0.046 0.016 -0.076 -0.003
H -2.0742 1.7700 2.2802 -0.011 -0.014 -0.055 0.002
C -0.7568 0.1717 4.0740 0.074 -0.021 -0.012 0.019
H 5.4343 -0.7874 2.3428 -0.029 0.022 -0.017 0.000
H 4.9651 1.8196 0.2783 -0.002 -0.024 0.009 0.000
C -1.4735 2.3315 2.9881 0.045 -0.006 0.007 0.007
N 0.4154 -2.7020 -1.2354 0.077 0.004 -0.101 0.014
C 5.2657 -1.3854 -3.0462 0.003 -0.009 -0.002 -0.003
H 5.5618 3.9051 1.4387 0.001 -0.003 0.004 0.000
H 6.3087 -2.4719 3.8927 -0.002 0.003 -0.002 0.000
H -0.9741 -2.3078 5.4644 0.011 -0.017 -0.001 0.000
H 4.3466 -2.7676 -0.0979 -0.010 0.003 0.008 0.000
N -1.1115 1.4651 4.1143 -0.008 -0.123 -0.035 -0.005
S 0.5753 -0.1501 -1.8028 0.031 0.306 -0.122 -0.035
H 2.6210 3.1139 4.4480 0.002 -0.002 -0.008 0.000
C 3.9144 -0.7420 -0.7218 0.022 -0.050 0.007 -0.001
H 2.0112 1.0068 3.3139 -0.003 -0.019 -0.016 0.015
H 0.7073 -1.6072 -4.3695 0.003 0.011 0.010 0.000
C 4.7738 3.2789 1.8354 0.000 -0.010 -0.033 0.001
C 0.3581 -4.0389 -1.3997 -0.012 0.074 -0.007 0.008
H 4.3842 4.5603 3.5075 0.000 -0.004 -0.002 0.000
As 2.9843 -0.3767 0.9113 -0.101 -0.143 0.072 -0.106
C 5.2996 -2.5679 3.5152 -0.007 -0.034 0.004 -0.001
C 2.7014 -2.8170 2.5416 -0.051 -0.046 -0.103 -0.001
H 1.6975 -2.9373 2.1548 -0.004 0.013 -0.002 -0.001
C 4.7370 -0.1087 -2.8819 0.002 0.005 -0.006 -0.001
C 5.1118 -2.3410 -2.0526 0.018 -0.004 -0.015 0.001
C 3.4278 1.3013 1.7091 0.074 -0.020 -0.082 -0.018
H 5.5343 -3.3290 -2.1772 -0.002 0.002 0.003 0.000
C 3.4994 -1.7482 2.1557 0.052 0.122 0.073 0.021
H 4.8987 -4.3781 4.5903 -0.004 -0.001 -0.003 0.000
C 3.2109 -3.7637 3.4201 -0.012 -0.016 -0.002 0.001
H 0.3922 -5.6127 -2.8201 -0.003 -0.001 0.016 0.000
Mo 0.3952 -0.3146 0.4921 -0.035 0.521 0.018 1.252
H 0.2425 -4.6151 -0.4936 -0.002 -0.044 -0.022 0.001
F 2.5120 4.8147 -0.9720 0.036 -0.001 0.022 0.000
H 5.8084 -1.6299 -3.9498 -0.003 0.000 0.002 0.000
C -0.2060 -1.6009 5.7696 -0.005 0.027 -0.020 -0.004
C 3.1161 2.8314 3.5281 -0.017 0.002 0.009 0.004
O 0.3167 -2.2101 0.0146 -0.261 0.331 0.261 -0.020
N -0.5782 -0.2479 5.3392 0.046 0.063 -0.079 -0.011
H -0.7253 0.6903 7.2561 -0.003 0.044 -0.004 -0.001
F -0.1889 1.4606 0.4518 0.173 -1.008 0.131 0.040
H -0.1340 -1.5945 6.8525 0.001 -0.022 0.005 -0.001
C 2.7685 1.6558 2.8832 -0.013 0.005 0.054 -0.004
C 0.6193 -2.3046 -3.5480 -0.004 0.060 0.109 -0.007
Se -0.6060 -1.0590 2.6356 0.109 0.101 -0.219 -0.151
H 0.7588 -1.8696 5.3450 0.004 -0.031 -0.005 0.002
C 0.5685 -3.6700 -3.7539 0.004 -0.041 -0.059 0.007
C 0.4391 -4.5430 -2.6731 -0.001 -0.037 0.044 -0.009
H 0.6214 -4.0641 -4.7604 -0.001 0.006 0.002 0.000
C -0.8057 0.7990 6.1880 -0.061 0.082 0.028 -0.008
```
Positions in Å, forces in eV/Å.

Results
**Relative energy (zero: lowest compared OMol25 entry of this formula, charge and spin)**: 6.1 kcal per mole
**E_tot**: -186393.119 eV
**⟨S²⟩**: 0.820
**Multiplicity**: 2
**LUMO level (spin up / spin down)**: -0.42744 / -0.40504 Eh
**Net charge**: +3
**Orbital gap (spin up / spin down)**: 5.410 / 6.063 eV